A 2-piece molecular cluster, BrH2NOS overall in a non-equilibrium geometry, computed with wB97M-V/def2-TZVPD.

```
6
Properties=species:S:1:pos:R:3:forces:R:3
Br -0.1729 1.2009 4.5883 -0.269 -0.438 -0.337
H -1.0137 -1.8998 -1.1841 1.090 0.679 2.856
H -0.9406 -2.0681 0.5238 1.097 1.480 -3.495
N -2.0470 -1.3893 3.6975 -0.118 -0.131 0.092
O -0.5461 -1.5593 -0.3242 -2.221 -2.209 0.667
S -1.1215 -0.4466 3.1347 0.421 0.620 0.217
```
Forces are in eV/Å.

- LUMO (eV) = -1.789
- calculated total energy (Eh) = -3103.3244
- frontier orbital gap (eV) = 8.509
- ΔE to the lowest compared entry with this formula, charge and spin (kcal per mole) = 29.6
- largest force on an atom (eV/Å) = 4.0
- total charge = 0
- spin multiplicity = 1

Formally, the Löwdin partial charges of the atoms, in units of the elementary charge, are as follows:
1. Br 0.00
2. H 0.08
3. H 0.08
4. N -0.45
5. O -0.18
6. S 0.47



A 2-piece molecular cluster, BrH2O2PS overall in a non-equilibrium geometry, computed with wB97M-V/def2-TZVPD.

```
7
Properties=species:S:1:pos:R:3:forces:R:3
Br -2.3198 0.3117 0.0532 0.757 -0.091 -0.235
H 0.4891 -0.5240 1.6364 0.106 0.265 0.047
O 1.3583 1.4755 -0.1439 -1.535 -2.645 0.074
O 0.1166 -1.1849 1.0364 0.061 0.194 -0.416
P -0.3400 -0.5889 -0.3586 1.180 0.941 -0.506
S -0.1658 -1.7606 -1.8773 -0.129 1.191 1.182
H 0.8616 2.2712 -0.3462 -0.440 0.145 -0.147
```
Forces are in eV/Å.

- LUMO (alpha / beta) (eV) = -2.554 / -2.554
- calculated total energy (Eh) = -3465.1899
- frontier orbital gap (alpha / beta) (eV) = 7.226 / 7.225
- ΔE to the lowest compared entry with this formula, charge and spin (kcal per mole) = 85.6
- largest force on an atom (eV/Å) = 3.1
- total charge = 0
- spin multiplicity = 1

Formally, the Löwdin partial charges of the atoms, in units of the elementary charge, are as follows:
1. Br 0.36
2. H 0.08
3. O -0.33
4. O -0.31
5. P -0.01
6. S 0.28
7. H -0.07



One molecule with the formula BrH2OP in a non-equilibrium geometry, computed with wB97M-V/def2-TZVPD.

```
5
Properties=species:S:1:pos:R:3:forces:R:3
Br -1.9579 -1.5915 -0.0265 -0.383 -0.296 0.255
P -0.3923 -0.4598 -1.0106 1.002 3.135 2.593
H -0.7072 1.1660 0.9437 -0.513 -0.043 -0.027
O 0.1085 0.9339 0.4986 -0.298 -2.704 -2.927
H 0.6564 -1.2818 -0.5738 0.192 -0.092 0.105
```
Forces are in eV/Å.

- LUMO (eV) = -0.401
- calculated total energy (Eh) = -2991.7745
- frontier orbital gap (eV) = 9.641
- ΔE to the lowest compared entry with this formula, charge and spin (kcal per mole) = 30.4
- largest force on an atom (eV/Å) = 4.2
- total charge = 0
- spin multiplicity = 1

Formally, the Löwdin partial charges of the atoms, in units of the elementary charge, are as follows:
1. Br 0.18
2. P 0.47
3. H -0.05
4. O -0.45
5. H -0.15



A 2-piece molecular cluster, BrH3N2 overall in a non-equilibrium geometry, computed with wB97M-V/def2-TZVPD.

```
6
Properties=species:S:1:pos:R:3:forces:R:3
H 1.0421 -1.2269 0.6736 -1.033 1.598 -0.774
H 0.2749 1.9100 -0.3390 -0.725 -1.600 1.257
Br -1.9962 0.1924 -0.0978 0.261 0.084 0.211
N -0.1749 0.4245 0.5891 -0.024 2.671 -0.384
H 0.2121 -0.8470 -0.8797 1.680 0.588 2.238
N 0.6419 -0.4531 0.0538 -0.159 -3.341 -2.548
```
Forces are in eV/Å.

- LUMO (alpha / beta) (eV) = -0.549 / -0.733
- calculated total energy (Eh) = -2685.1248
- frontier orbital gap (alpha / beta) (eV) = 8.410 / 8.573
- ΔE to the lowest compared entry with this formula, charge and spin (kcal per mole) = 81.5
- largest force on an atom (eV/Å) = 4.2
- total charge = 0
- spin multiplicity = 1

Formally, the Löwdin partial charges of the atoms, in units of the elementary charge, are as follows:
1. H 0.12
2. H 0.15
3. Br 0.43
4. N -0.57
5. H 0.09
6. N -0.23